C25H33AsPSSe2Tl | ωB97M-V/def2-TZVPD

Each line ends with the Löwdin charge.
Atoms and positions in Å:
Tl: 1.12035 -1.26919 -0.46571  0.47
C: 0.86073 5.44170 -0.27247  -0.05
C: 1.33173 4.45389 0.57736  -0.06
C: 0.89140 3.14653 0.41719  -0.12
C: -0.01959 2.81486 -0.57919  -0.37
C: -0.49459 3.81997 -1.42351  -0.07
C: -0.05222 5.12358 -1.27245  -0.04
P: -0.55353 1.08909 -0.74665  1.04
C: -2.36404 1.16118 -0.78661  -0.38
C: -3.04307 2.03357 0.06388  -0.09
C: -4.42904 2.00196 0.13169  -0.06
C: -5.14567 1.10243 -0.64608  -0.06
C: -4.47600 0.23521 -1.49925  -0.06
C: -3.09039 0.26110 -1.56872  -0.12
C: -0.02247 0.55478 -2.39957  -0.43
C: -0.47943 1.04378 -3.62605  -0.06
C: 0.04652 0.54622 -4.80825  -0.04
C: 1.02855 -0.43905 -4.79117  -0.04
C: 1.48901 -0.95786 -3.58732  -0.10
C: 0.94881 -0.44705 -2.42035  -0.36
H: 1.20256 6.46190 -0.15860  0.12
H: 2.03531 4.70414 1.36111  0.11
H: 1.26209 2.36782 1.06886  0.04
H: -1.22402 3.59276 -2.19074  0.11
H: -0.42182 5.89688 -1.93276  0.12
H: -2.49360 2.75136 0.66176  0.11
H: -4.95083 2.68832 0.78599  0.12
H: -6.22681 1.08572 -0.59689  0.12
H: -5.03396 -0.45110 -2.12334  0.12
H: -2.57948 -0.40520 -2.25408  0.09
H: -1.24920 1.80490 -3.65950  0.11
H: -0.31009 0.92859 -5.75544  0.12
H: 1.42987 -0.81726 -5.72295  0.12
H: 2.24406 -1.73310 -3.57832  0.10
C: 2.80071 -4.81225 0.47667  -0.36
Se: 1.91859 -4.09196 -1.10011  0.94
C: 0.20732 -4.99739 -0.89803  -0.52
C: -0.72553 -4.42889 0.15582  -0.51
Se: -1.39159 -2.67379 -0.36457  0.95
C: -2.09612 -2.09931 1.34788  -0.33
H: 2.80076 -5.89616 0.39368  0.04
H: 2.31621 -4.49355 1.39269  -0.01
H: 3.82468 -4.44807 0.45361  0.04
H: 0.45477 -6.03022 -0.65667  0.09
H: -0.24852 -4.99290 -1.88718  0.07
H: -0.25087 -4.34414 1.13350  0.07
H: -1.60043 -5.07150 0.24989  0.09
H: -1.29512 -2.05530 2.08074  0.00
H: -2.87364 -2.79217 1.65546  0.05
H: -2.52707 -1.11320 1.18373  0.02
C: 3.27624 1.20148 2.25250  -0.22
As: 2.12721 -0.07022 3.09323  0.80
C: 3.03764 -0.75152 4.62784  -0.23
C: 0.52415 0.75896 3.72222  -0.22
S: 1.70650 -1.79445 1.87559  0.24
H: 3.39473 2.04748 2.92923  0.07
H: 2.85588 1.53676 1.30804  0.01
H: 4.24108 0.72908 2.08051  0.06
H: 3.20982 0.07179 5.31996  0.06
H: 3.98476 -1.18852 4.32021  0.06
H: 2.41700 -1.51023 5.09979  0.05
H: 0.78987 1.49985 4.47583  0.06
H: -0.09603 -0.01512 4.16965  0.05
H: -0.01413 1.23305 2.90641  0.03

Computed properties:
HOMO-LUMO gap = 7.65 eV
HOMO level = -13.5211 eV
net charge = +2
LUMO energy = -5.9 eV

***

C30H88O14 | ωB97M-V/def2-TZVPD

Each line ends with the Löwdin charge.
Atoms and positions in Å:
O: -9.81931 27.15007 0.91761  -0.05
H: -8.89482 27.16123 0.66977  0.01
H: -10.16611 27.97918 0.58816  0.03
O: -2.92675 28.06692 0.94044  -0.05
H: -2.97779 28.28760 1.87045  0.02
H: -2.21842 27.42553 0.88450  0.01
O: -11.53791 23.88335 -0.17163  -0.05
H: -12.43457 24.18656 -0.31409  0.03
H: -11.11147 24.60440 0.29148  0.01
O: -6.27760 26.49065 0.04374  -0.05
H: -6.04152 25.89112 -0.66412  0.03
H: -5.53764 27.09492 0.10326  0.02
C: -3.09666 32.09498 4.26845  -0.07
C: -4.12900 31.14203 4.75083  -0.53
C: -5.42727 31.37604 3.99021  -0.06
O: -3.67946 29.85512 4.42255  -0.05
H: -2.09284 31.85953 4.62202  0.08
H: -3.48001 33.06316 4.59061  0.09
H: -3.02288 32.06955 3.18125  0.09
H: -4.24306 31.15529 5.83476  0.14
H: -6.13946 30.60305 4.27894  0.08
H: -5.24573 31.35897 2.91557  0.08
H: -5.91435 32.35105 4.00434  0.08
H: -4.36192 29.21148 4.62647  0.08
C: -6.08253 19.03391 10.74918  -0.06
C: -6.02318 20.16963 9.76503  -0.55
C: -7.17409 20.24141 8.80885  -0.05
O: -6.01125 21.36223 10.47478  -0.04
H: -5.25962 18.94153 11.45798  0.08
H: -6.14526 18.05584 10.27217  0.08
H: -7.03259 19.10323 11.27896  0.08
H: -5.10888 20.13246 9.17278  0.13
H: -7.10861 21.15076 8.21145  0.08
H: -8.10816 20.25384 9.37049  0.08
H: -7.20532 19.40950 8.10525  0.08
H: -5.24659 21.28745 11.05036  0.09
C: -1.07450 23.96415 8.91365  -0.06
C: -0.17085 22.70098 9.07708  -0.47
C: 0.88808 22.68367 7.95031  -0.06
O: 0.52076 22.84613 10.30125  -0.07
H: -1.76089 24.10380 9.74879  0.07
H: -1.72317 23.85419 8.04461  0.07
H: -0.49744 24.88870 8.89605  0.08
H: -0.68374 21.74476 9.18039  0.14
H: 0.45554 22.58424 6.95475  0.07
H: 1.55325 21.82667 8.05612  0.08
H: 1.45928 23.61060 8.00147  0.08
H: 1.06888 23.62469 10.17871  0.08
C: -1.88037 23.87723 2.43204  -0.05
C: -1.04644 24.03445 1.14522  -0.51
C: -1.77832 23.62813 -0.12920  -0.05
O: -0.52196 25.33823 1.00473  -0.04
H: -1.35572 24.17556 3.33970  0.07
H: -2.22504 22.85271 2.57223  0.08
H: -2.79685 24.46143 2.34912  0.08
H: -0.23212 23.31934 1.26185  0.13
H: -2.14762 22.60645 -0.04036  0.08
H: -1.15422 23.79362 -1.00739  0.08
H: -2.64037 24.26331 -0.33294  0.07
H: 0.16765 25.41859 1.66775  0.09
C: -7.62055 24.33319 4.72942  -0.05
C: -7.07165 25.57703 5.38125  -0.54
C: -6.28331 25.29817 6.60094  -0.06
O: -6.24926 26.23250 4.47574  -0.05
H: -8.25122 24.43000 3.84569  0.08
H: -8.29204 23.89462 5.46756  0.08
H: -6.87816 23.55559 4.54970  0.09
H: -7.82914 26.33054 5.59696  0.14
H: -6.78906 24.96036 7.50548  0.08
H: -5.70570 26.15662 6.94377  0.08
H: -5.64691 24.44214 6.37661  0.08
H: -6.53848 26.01534 3.58648  0.08
C: -11.31449 18.45273 0.07399  -0.05
C: -10.92901 19.05093 1.43188  -0.49
C: -9.51070 19.62575 1.54797  -0.05
O: -11.83526 20.06763 1.81531  -0.07
H: -12.40115 18.48295 -0.00570  0.08
H: -10.99075 17.41381 0.01111  0.08
H: -10.95666 18.99863 -0.79895  0.08
H: -11.16858 18.37273 2.25087  0.13
H: -8.76369 18.83605 1.46771  0.07
H: -9.28499 20.15032 2.47640  0.07
H: -9.41625 20.30254 0.69877  0.08
H: -11.71377 20.83358 1.24947  0.08
C: -11.29938 30.22009 5.39134  -0.05
C: -11.26445 31.76002 5.53705  -0.48
C: -12.06958 32.47818 4.43812  -0.06
O: -11.81855 32.05329 6.81879  -0.05
H: -12.28742 29.80375 5.58760  0.08
H: -10.60184 29.71891 6.06243  0.07
H: -11.14752 29.88379 4.36570  0.07
H: -10.24638 32.12479 5.40077  0.13
H: -13.14450 32.37781 4.58833  0.08
H: -11.83009 31.91451 3.53645  0.07
H: -11.92752 33.55360 4.33138  0.07
H: -11.51999 32.95449 6.96125  0.08
C: -10.55163 22.93453 12.69238  -0.07
C: -9.79354 24.09756 13.28674  -0.53
C: -9.09845 23.79538 14.62339  -0.05
O: -8.84576 24.38843 12.34102  -0.05
H: -9.96671 22.05680 12.41750  0.08
H: -11.05141 23.32834 11.80737  0.08
H: -11.29351 22.54009 13.38673  0.08
H: -10.49970 24.91653 13.42356  0.14
H: -8.41920 24.56812 14.98336  0.08
H: -8.63094 22.82168 14.47691  0.08
H: -9.81219 23.68111 15.43924  0.07
H: -8.28766 23.62597 12.17136  0.09
C: -12.18013 21.58054 6.79559  -0.09
C: -13.37802 22.33208 6.32158  -0.48
C: -13.00983 23.63648 5.52703  -0.04
O: -13.92003 21.36866 5.45580  -0.07
H: -11.39864 21.49297 6.04080  0.08
H: -12.46004 20.63019 7.25009  0.09
H: -11.64912 22.18356 7.53214  0.07
H: -14.15013 22.48199 7.07621  0.14
H: -13.83347 24.32970 5.35629  0.07
H: -12.54302 23.27019 4.61268  0.07
H: -12.32393 24.29122 6.06457  0.07
H: -13.21598 21.12387 4.85083  0.08
C: -8.47142 30.47940 10.39383  -0.06
C: -8.02105 29.05296 10.62029  -0.51
C: -6.45683 28.85765 10.73412  -0.04
O: -8.48402 28.63903 11.85488  -0.06
H: -9.52921 30.59038 10.63229  0.08
H: -8.25716 30.80701 9.37654  0.08
H: -7.95875 31.13960 11.09340  0.08
H: -8.47528 28.39962 9.87536  0.13
H: -6.24567 27.79288 10.83304  0.07
H: -6.16428 29.41839 11.62186  0.08
H: -5.94248 29.23549 9.85050  0.07
H: -8.45161 27.68032 11.89258  0.09

Computed properties:
HOMO-LUMO gap = 9.84 eV
HOMO level = -9.7098 eV
LUMO energy = 0.1 eV

***

C35H33ClCoN4Si2 | ωB97M-V/def2-TZVPD

Each line ends with the Löwdin charge.
Atoms and positions in Å:
C: -0.72618 3.28804 4.58937  -0.15
C: 0.36724 3.24686 3.66568  -0.18
C: -0.17490 3.32693 2.34530  -0.17
H: 1.43415 3.29821 3.90579  0.12
C: -1.59394 3.36225 2.44419  -0.15
C: -1.93478 3.36254 3.82487  -0.17
H: -2.93565 3.51869 4.22414  0.12
H: -0.63779 3.32646 5.67719  0.13
H: 0.40378 3.43578 1.42391  0.12
H: -2.26733 3.49342 1.59853  0.12
Co: -0.87959 1.76244 3.38444  0.47
Si: -0.28019 -2.25230 -2.76648  0.70
C: 1.29512 -3.15667 -3.16262  -0.34
C: 1.39700 -4.33778 -3.90546  -0.09
H: 0.50289 -4.89592 -4.16607  0.11
C: 2.64956 -4.78669 -4.33647  -0.08
H: 2.73413 -5.68558 -4.94320  0.10
C: 3.81217 -4.08970 -3.99200  -0.08
H: 4.79974 -4.44146 -4.30202  0.11
C: 3.71976 -2.91881 -3.22557  -0.09
H: 4.61660 -2.36315 -2.93527  0.10
C: 2.46721 -2.45737 -2.82713  -0.14
H: 2.40620 -1.53274 -2.24615  0.06
C: -1.06787 -1.89860 -4.41174  -0.33
C: -0.16332 -1.51236 -5.41638  -0.10
H: 0.90757 -1.70923 -5.31321  0.10
C: -0.61059 -0.79623 -6.52782  -0.08
H: 0.11406 -0.43793 -7.25674  0.10
C: -1.96949 -0.51208 -6.66640  -0.09
H: -2.30795 0.12902 -7.48176  0.10
C: -2.88891 -1.03620 -5.74591  -0.09
H: -3.95248 -0.85900 -5.89484  0.10
C: -2.44865 -1.74403 -4.62661  -0.10
H: -3.16656 -2.13711 -3.90817  0.10
H: 0.09098 -0.90324 -2.30650  0.00
Si: -0.32110 0.21350 0.85099  0.40
C: -0.99092 1.42945 -0.41042  -0.35
C: -0.13720 2.16753 -1.27012  -0.10
H: 0.95153 2.07205 -1.19717  0.10
C: -0.66566 3.02851 -2.24054  -0.07
H: 0.00793 3.61332 -2.88382  0.11
C: -2.05584 3.14378 -2.37201  -0.07
H: -2.46859 3.80970 -3.12656  0.11
C: -2.92226 2.44353 -1.51994  -0.08
H: -4.01040 2.55299 -1.61092  0.11
C: -2.38679 1.60930 -0.53429  -0.13
H: -3.07036 1.08455 0.13285  0.09
C: 1.55481 0.10735 0.67925  -0.32
C: 2.38642 1.16926 1.12665  -0.12
H: 1.95151 2.04583 1.61243  0.07
C: 3.77453 1.12916 0.99105  -0.08
H: 4.39030 1.93245 1.41050  0.11
C: 4.36964 0.04153 0.32880  -0.07
H: 5.45413 0.00984 0.20093  0.11
C: 3.58291 -1.02478 -0.12038  -0.08
H: 4.05718 -1.87573 -0.63208  0.10
C: 2.19543 -1.00466 0.10193  -0.12
H: 1.59443 -1.86002 -0.20710  0.08
H: -1.10002 -2.87483 -1.69179  -0.07
Cl: -1.28687 -1.61559 0.68091  0.30
N: 0.38752 -0.93574 5.97524  0.13
C: 1.66255 -0.39891 5.84332  -0.03
C: 1.58941 0.53727 4.85191  -0.06
N: 0.29360 0.54945 4.34219  0.03
C: -0.42880 -0.38918 5.03102  -0.19
C: -1.85463 -0.33225 4.86295  -0.19
N: -2.31884 0.64634 4.02185  0.03
C: -3.70238 0.70141 4.20855  -0.06
C: -4.06604 -0.22858 5.14800  -0.04
N: -2.89838 -0.82491 5.58734  0.13
H: 0.08199 -1.63458 6.64006  0.17
H: 2.48052 -0.70009 6.47770  0.13
H: 2.35033 1.20364 4.47820  0.11
H: -4.32292 1.39224 3.65231  0.12
H: -5.03029 -0.48987 5.55593  0.13
H: -2.79036 -1.53073 6.30535  0.17

Computed properties:
HOMO-LUMO gap (alpha / beta) = 6.10 / 6.22 eV
2S+1 = 5
HOMO level (alpha / beta) = -9.2248 / -10.4593 eV
net charge = +1
LUMO energy (alpha / beta) = -3.1 / -4.2 eV

***

C25H20ClGeO2SeTi | ωB97M-V/def2-TZVPD

Each line ends with the natural charge from an NBO analysis.
Atoms and positions in Å:
Ti: 0.17268 -1.60193 0.99378  1.50
Cl: 1.16384 5.58471 0.71903  0.09
C: 1.19363 3.86941 0.66791  -0.09
C: 2.44240 3.20116 0.70102  -0.06
C: 2.54042 1.83090 0.65751  -0.29
C: 1.38240 1.05164 0.59510  0.45
O: 1.45793 -0.25928 0.57935  -0.78
C: 0.10790 1.71753 0.54998  -0.20
C: -1.07698 1.02529 0.36050  0.41
O: -1.19009 -0.27468 0.28179  -0.80
C: 0.04679 3.14486 0.58759  -0.13
H: 3.33959 3.80474 0.76460  0.26
H: 3.50519 1.34357 0.68595  0.26
H: -2.00059 1.58814 0.22274  0.21
H: -0.91484 3.64121 0.54811  0.25
Ge: -1.45239 -1.09707 -1.75106  1.60
C: -0.23102 -2.51459 -1.27331  -0.60
C: -0.85063 -3.72200 -0.87741  -0.17
C: -0.11069 -4.88455 -0.71308  -0.18
C: 1.25840 -4.86990 -0.92788  -0.12
C: 1.89800 -3.69093 -1.30462  -0.19
C: 1.16590 -2.53068 -1.48830  -0.21
C: -1.05655 0.44627 -2.75022  -0.58
C: 0.26101 0.86496 -2.97471  -0.18
C: 0.49710 2.05177 -3.64504  -0.20
C: -0.57450 2.81877 -4.09319  -0.14
C: -1.88247 2.40566 -3.87552  -0.21
C: -2.13089 1.21952 -3.20205  -0.11
H: -2.90812 -1.49662 -1.57810  -0.10
H: -1.92202 -3.75951 -0.71701  0.25
H: -0.61139 -5.79858 -0.42338  0.26
H: 1.83474 -5.77759 -0.80688  0.26
H: 2.96545 -3.68342 -1.47781  0.26
H: 1.68102 -1.63791 -1.81531  0.24
H: 1.10199 0.27096 -2.64237  0.21
H: 1.51320 2.37346 -3.82973  0.24
H: -0.38748 3.74200 -4.62544  0.25
H: -2.70903 3.00070 -4.23921  0.25
H: -3.15550 0.90136 -3.04716  0.22
Se: -0.58255 -3.34927 2.47469  -0.01
C: -0.56496 -1.60064 3.30083  -0.27
C: 0.65564 -0.93551 3.44627  -0.34
C: 0.68337 0.38419 3.91998  -0.12
C: -0.49368 1.01631 4.26258  -0.20
C: -1.71257 0.33849 4.13739  -0.17
C: -1.75833 -0.95021 3.64571  -0.21
H: 1.58959 -1.47094 3.30145  0.24
H: 1.63562 0.88226 4.05033  0.23
H: -0.47820 2.02646 4.64948  0.24
H: -2.63382 0.82422 4.43244  0.25
H: -2.70451 -1.46471 3.54267  0.25

Computed properties:
HOMO-LUMO gap (alpha / beta) = 6.70 / 6.62 eV
2S+1 = 2
HOMO level (alpha / beta) = -14.4713 / -14.4702 eV
net charge = +2
LUMO energy (alpha / beta) = -7.8 / -7.9 eV

***

Here are the calculated relative energy (zero: lowest compared OMol25 entry of this formula, charge and spin) numbers, same order: 0.0 48.6 3.8 0.0 (kcal per mole).
Here are the calculated max |F| numbers, same order: 0.40 2.94 5.53 0.61 (eV Å⁻¹).
Here are the calculated DFT total energy numbers, same order: -242795.008 -61199.357 -108688.710 -187830.525 (eV).